P:
C2H5NS in the gas phase, computed with the ωB97M-V functional and the def2-TZVPD basis.

Structure (XYZ):
```
9
Properties=species:S:1:pos:R:3
C 1.10 0.29 -0.06
C -1.56 -0.27 0.15
N 2.22 0.79 0.14
S -0.34 0.99 0.52
H 0.71 -0.56 -0.86
H -1.68 -0.91 1.05
H -1.01 -0.91 -0.58
H -2.52 0.16 -0.24
H 3.09 0.41 -0.12
```

Its spin multiplicity is 1. Its HOMO energy is -0.330 Eh. As for the SMILES: [H]/N=C/SC. For the LUMO energy, the calculation gives 1.00 eV.



Q:
C2H5NS as an isolated structure, computed with the ωB97M-V functional and the def2-TZVPD basis.

Structure (XYZ):
```
9
Properties=species:S:1:pos:R:3
C 0.54 -0.32 -0.23
C 0.31 1.10 0.16
N -0.65 -0.86 0.39
S -1.91 0.31 -0.25
H 0.45 -0.59 -1.34
H 1.43 -0.73 0.43
H 0.10 1.12 1.25
H 0.70 1.80 -0.48
H -0.97 -1.84 0.07
```

Its spin multiplicity is 1. Its HOMO energy (alpha / beta) is -0.298 / -0.298 Eh. For the LUMO energy (alpha / beta), the calculation gives -0.72 / -0.73 eV.



R:
A 2-piece molecular cluster, C2H5NS overall, computed with the ωB97M-V functional and the def2-TZVPD basis.

Structure (XYZ):
```
9
Properties=species:S:1:pos:R:3
C 2.93 -1.57 -0.17
C 2.38 -1.30 0.84
N -3.20 0.85 0.16
S -1.84 -0.05 -0.31
H 3.51 -2.03 -1.00
H -1.38 0.91 -1.15
H 1.89 -1.25 1.74
H -3.48 0.56 1.16
H -3.95 0.72 -0.55
```

Its spin multiplicity is 1. Its HOMO energy is -0.318 Eh. As for the SMILES: C#C.NS. For the LUMO energy, the calculation gives 0.76 eV.



What should be chosen as the least stable of them? Choose Q.



P:
C2H5NS as an isolated structure, computed with the ωB97M-V functional and the def2-TZVPD basis.

Structure (XYZ):
```
9
Properties=species:S:1:pos:R:3
C 0.06 0.73 -0.07
C 0.78 -0.55 -0.50
N -1.20 0.35 1.22
S -1.61 1.15 -0.24
H 0.74 1.39 0.29
H 1.59 -0.73 0.03
H 0.97 -0.32 -1.59
H -0.02 -1.37 -0.47
H -1.31 -0.65 1.33
```

Its spin multiplicity is 1. Its HOMO energy is -0.308 Eh. For the LUMO energy, the calculation gives 0.73 eV.



Q:
C2H5NS as an isolated structure, computed with the ωB97M-V functional and the def2-TZVPD basis.

Structure (XYZ):
```
9
Properties=species:S:1:pos:R:3
C -0.10 0.92 -0.12
C 0.25 -0.30 -0.89
N 0.46 -0.73 0.49
S -0.66 -1.70 1.29
H 0.59 1.74 0.22
H -1.11 0.92 0.01
H -0.53 -0.64 -1.66
H 1.32 -0.21 -1.25
H 0.23 -2.13 2.20
```

Its spin multiplicity is 1. Its HOMO energy is -0.301 Eh. For the LUMO energy, the calculation gives 0.91 eV.



What should be chosen as the least stable of them? Choose Q.



P:
A 2-piece molecular cluster, C2H5NS overall, computed with the ωB97M-V functional and the def2-TZVPD basis.

Structure (XYZ):
```
9
Properties=species:S:1:pos:R:3
C -0.62 -0.20 0.52
C 1.30 0.53 -0.08
N -1.42 -0.92 -0.40
S -2.06 0.64 0.10
H -0.50 -0.45 1.64
H 1.30 1.51 -0.56
H 1.49 -0.31 -0.78
H 1.65 0.35 0.92
H -1.15 -1.15 -1.34
```

Its spin multiplicity is 1. Its HOMO energy is -0.307 Eh. For the LUMO energy, the calculation gives 0.66 eV.



Q:
A 2-piece molecular cluster, C2H5NS overall, computed with the ωB97M-V functional and the def2-TZVPD basis.

Structure (XYZ):
```
9
Properties=species:S:1:pos:R:3
C 0.05 -0.76 -0.13
C -0.26 0.68 -0.32
N 0.93 0.28 0.33
S 3.65 0.06 -0.05
H -0.39 -1.10 0.73
H 0.34 -1.54 -0.97
H -0.10 0.99 -1.31
H -1.15 1.07 0.12
H 0.98 0.31 1.34
```

Its spin multiplicity is 1. Its HOMO energy (alpha / beta) is -0.333 / -0.333 Eh. For the LUMO energy (alpha / beta), the calculation gives -1.68 / -1.67 eV.



What should be chosen as the least stable of them? Choose Q.